(1)
Formula: C41H110N2O15
Source: the OMol25 dataset
Level of theory: wB97M-V/def2-TZVPD

- HOMO-LUMO gap (eV) = 9.11
- max |F| (eV/A) = 2.772
- total charge = 0
- highest occupied orbital energy (hartree) = -0.3179
- E_tot (eV) = -77989.6540
- LUMO energy (eV) = 0.5

CARTESIAN COORDINATES (ANGSTROEM)
C1 6.339 0.516 5.087
C2 -2.925 -4.025 2.104
H1 0.819 -3.219 -1.039
H2 0.060 -3.759 0.543
H3 -2.072 2.956 -1.738
H4 -1.764 0.406 -3.721
H5 -3.088 4.143 -2.515
H6 -1.908 -2.077 3.647
H7 -1.510 5.142 2.207
C3 1.308 2.665 -6.844
H8 -1.858 0.073 -6.730
O1 1.031 0.802 4.759
H9 1.252 -0.465 -0.474
H10 4.135 1.218 -6.658
H11 -7.052 0.417 0.978
H12 6.054 1.316 0.660
H13 -0.193 -2.742 3.765
H14 -1.670 -0.374 -0.910
H15 2.619 0.436 6.912
H16 -5.244 -3.466 -3.342
H17 1.377 -2.368 4.587
H18 -0.182 4.815 3.387
H19 -0.104 -2.789 -3.757
H20 -0.877 2.823 -7.149
H21 4.398 3.300 6.916
H22 -0.779 -1.633 -2.657
C4 0.904 1.325 6.106
C5 5.251 1.321 6.938
H23 0.946 -4.756 6.140
H24 -0.273 2.448 -4.094
H25 3.423 2.184 -5.399
C6 1.002 -4.439 3.979
H26 5.056 2.966 5.397
H27 3.161 1.700 0.394
C7 -1.960 -0.217 -4.624
O2 4.389 2.796 1.713
C8 3.890 -1.409 -3.178
C9 4.047 1.547 1.009
O3 -4.486 -1.319 -0.907
H28 -0.694 -0.326 4.897
H29 4.670 1.039 7.788
H30 -0.920 1.284 4.108
N1 -0.530 1.381 -5.766
H31 2.293 2.083 7.539
C10 -6.290 1.946 -0.304
O4 4.244 0.985 -3.300
C11 5.166 1.240 0.057
C12 2.021 0.220 -3.595
H32 2.391 -5.348 -0.739
H33 3.067 4.470 -1.678
O5 1.730 2.859 -1.208
O6 0.279 -5.220 -2.512
H34 1.259 -2.689 2.830
H35 -0.896 -3.491 -1.021
O7 -0.950 -1.247 -4.771
C13 -0.978 -2.159 -3.607
H36 6.539 -0.420 4.551
C14 -2.951 -2.300 3.956
H37 3.149 0.148 -1.816
C15 0.029 -3.875 -0.577
H38 0.200 -6.127 -2.831
H39 0.057 4.302 1.720
H40 1.276 -0.512 -3.276
H41 -2.034 5.585 -4.468
C16 -2.279 3.413 -2.689
H42 -5.599 0.343 -1.334
H43 3.304 -2.218 -2.726
C17 -5.928 -3.343 -0.653
H44 -6.319 -4.218 -1.207
H45 -2.741 2.736 -3.420
H46 -4.048 -1.355 -0.047
C18 4.488 2.479 6.214
C19 -0.730 4.428 2.512
C20 -0.224 0.430 4.262
H47 -6.784 -2.628 -0.495
C21 1.503 -5.929 -0.461
H48 1.232 2.960 -2.019
H49 0.836 1.851 0.159
H50 6.180 1.748 7.352
H51 -4.941 3.171 -1.499
H52 -3.534 -4.529 1.369
H53 3.670 2.943 2.343
H54 -1.969 1.319 -0.509
O8 5.420 0.197 6.082
H55 -1.697 4.056 -5.250
C22 2.391 4.093 -0.870
C23 -4.793 -2.651 -1.350
H56 -0.920 2.609 2.095
C24 2.343 1.470 6.634
C25 -5.104 2.877 -0.475
C26 -1.755 0.662 -5.831
H57 -2.576 1.362 -5.898
H58 2.212 0.058 -4.688
H59 1.510 3.180 -5.873
C27 3.344 -0.001 -2.885
H60 1.538 3.447 -7.583
H61 3.090 0.670 2.767
H62 -3.563 -1.469 4.326
H63 5.218 2.029 -0.699
H64 1.508 -6.003 0.634
H65 3.952 -1.592 -4.248
H66 3.124 1.770 4.844
H67 -0.641 0.956 -1.539
H68 0.250 0.772 -5.528
O9 0.315 -5.025 2.824
H69 -4.439 -1.186 2.338
H70 4.785 1.162 -2.555
O10 -0.004 3.076 -3.374
H71 -0.598 -5.908 -0.765
C28 0.225 -5.253 -1.042
C29 0.309 -4.970 5.275
H72 0.315 0.580 6.688
C30 0.856 -2.970 3.834
H73 -0.361 5.058 -4.983
H74 4.767 0.171 2.512
H75 1.278 -0.687 1.282
H76 -2.470 -4.649 2.850
H77 3.027 3.832 -0.013
H78 1.644 1.244 -3.495
H79 -6.115 -1.946 -2.838
C31 -1.191 0.586 -0.662
C32 -6.280 1.220 1.017
H80 -4.452 -1.846 -3.329
H81 4.847 -1.479 -2.687
C33 0.631 -0.680 0.389
H82 1.636 4.851 -0.602
H83 -0.730 -4.616 5.431
H84 -0.194 1.359 -7.793
C34 -1.041 4.024 -3.253
C35 -0.132 2.079 -6.946
H85 7.317 0.882 5.446
H86 1.600 -6.956 -0.861
O11 2.134 1.577 -6.944
H87 -4.688 -3.326 3.070
H88 -2.978 -0.607 -4.681
H89 3.428 -0.411 1.400
H90 -5.589 -3.713 0.330
H91 0.131 -5.911 3.125
H92 -6.467 1.876 1.887
C36 3.444 2.040 -6.469
H93 3.833 2.885 -7.045
H94 -4.197 2.360 -0.169
C37 3.835 0.415 2.024
H95 -7.217 2.526 -0.385
H96 5.970 1.282 4.377
O12 -4.054 -1.909 1.801
C38 -0.368 0.434 0.577
H97 -5.295 0.758 1.128
H98 -2.958 -3.018 4.769
H99 -0.131 -0.004 3.244
C39 -5.152 -2.497 -2.779
H100 -5.197 3.867 0.057
H101 -2.079 -3.643 1.538
H102 0.223 -1.655 0.083
C40 -3.702 -2.942 2.784
H103 -0.583 4.727 -2.547
O13 -6.344 0.996 -1.369
H104 0.294 -6.068 5.198
N2 3.162 2.224 5.729
O14 0.350 1.589 0.923
H105 -3.892 -3.304 -1.208
H106 -1.887 -2.733 -3.632
H107 2.040 -4.731 3.967
C41 -1.297 4.762 -4.520
H108 0.364 2.318 6.026
H109 -1.061 0.232 1.390
H110 5.088 0.272 -0.431
O15 -1.315 3.192 2.779

(2)
Formula: C41H114CsN9O16S
Source: the OMol25 dataset
Level of theory: wB97M-V/def2-TZVPD

- HOMO-LUMO gap (eV) = 7.17
- max |F| (eV/A) = 6.765
- total charge = 0
- highest occupied orbital energy (hartree) = -0.3050
- E_tot (eV) = -101911.5348
- LUMO energy (eV) = -1.1

CARTESIAN COORDINATES (ANGSTROEM)
C1 -4.998 2.118 -3.586
O1 2.352 -4.392 -4.291
H1 7.910 1.175 2.323
H2 3.164 -3.917 4.208
C2 7.125 1.609 1.705
H3 -0.293 -6.337 -5.614
H4 3.332 2.196 3.503
H5 8.484 4.177 -1.020
C3 3.965 4.459 -2.842
H6 5.369 6.154 -1.333
N1 2.478 -0.426 3.601
H7 -5.467 2.401 -4.528
C4 2.682 1.607 7.950
H8 -7.065 2.784 0.325
C5 2.492 -3.712 0.918
C6 -1.288 -5.255 3.661
H9 6.624 2.290 2.393
H10 -6.790 3.337 -2.087
H11 2.300 4.106 -0.786
H12 -0.510 -4.571 4.000
H13 -1.940 -5.334 4.530
H14 -1.010 3.291 -2.099
H15 4.651 1.989 0.750
H16 4.692 0.753 -2.226
H17 -1.910 2.964 0.821
H18 -2.463 4.281 0.162
H19 2.130 0.723 8.269
C7 -2.470 3.940 5.686
H20 1.224 -5.239 -2.701
H21 4.440 -4.790 -4.111
H22 -1.217 -3.707 -1.062
H23 -4.129 1.478 -3.738
H24 -2.049 -5.232 -4.403
H25 7.595 2.067 0.835
H26 4.247 -0.423 4.807
H27 -3.295 -1.716 -0.217
C8 -1.828 1.452 3.941
H28 -1.697 -3.810 -3.663
H29 1.986 2.427 7.771
H30 -2.315 -0.464 -3.211
H31 -5.735 -0.595 -3.432
H32 -5.784 -1.258 -0.371
C9 -2.527 -3.248 0.675
H33 5.862 1.555 -0.569
H34 -8.795 1.173 -1.691
O2 6.525 4.456 -1.307
H35 3.438 -0.489 -2.028
H36 3.148 -4.842 -0.619
O3 -1.166 3.272 5.560
C10 0.540 0.526 -4.561
C11 0.010 -4.799 -4.477
H37 -1.319 -0.314 5.215
H38 1.287 -6.262 -5.106
C12 -8.178 2.006 -1.356
H39 -3.585 -3.487 0.784
O4 -0.516 2.671 1.231
C13 -7.187 2.375 -2.412
N2 2.995 4.823 -0.630
O5 -2.143 -4.761 2.572
C14 -2.090 0.439 5.056
H40 3.768 -3.799 -2.931
H41 -0.875 -6.232 3.408
N3 0.325 -6.081 -4.858
C15 4.180 4.332 -1.336
H42 2.896 -2.743 -0.779
H43 1.412 -4.909 -0.542
H44 -7.980 1.366 0.778
C16 -6.486 0.194 -3.395
O6 6.197 0.591 1.171
N4 3.354 -0.174 0.700
H45 -7.419 -0.271 -3.074
C17 5.400 5.165 -0.877
H46 7.682 4.567 0.419
O7 3.350 1.137 6.833
H47 3.498 1.920 8.601
H48 -5.888 1.524 1.947
H49 1.959 -4.841 3.321
H50 1.639 -0.855 3.964
H51 4.691 -3.932 1.041
O8 -2.084 2.195 -1.954
C18 3.513 -4.657 -3.553
H52 -0.980 -1.560 -5.554
N5 -1.376 -0.094 -3.195
H53 -2.695 4.550 4.812
H54 -1.544 1.227 -4.827
O9 3.877 -4.963 2.522
H55 7.908 5.861 -0.657
C19 -2.002 -4.143 -0.445
S1 0.907 2.773 1.026
O10 1.198 2.654 -0.388
H56 -2.921 -0.138 4.649
H57 2.847 0.620 1.063
C20 4.013 1.381 3.745
C21 -7.399 1.809 -0.030
H58 3.114 1.275 -1.579
H59 0.359 3.508 -1.461
H60 -4.657 3.077 -3.194
H61 -1.312 -5.289 -2.763
O11 -2.638 3.352 0.329
C22 3.826 0.452 -1.637
H62 -3.575 -1.803 -7.082
C23 -1.287 -4.816 -3.745
C24 -0.870 2.594 4.278
C25 2.550 0.553 5.858
H63 1.780 1.277 5.592
O12 -2.949 -0.901 -5.390
H64 1.070 -3.476 -3.195
H65 4.357 3.309 -1.003
H66 -8.961 2.760 -1.275
H67 3.277 -5.596 4.341
H68 -2.111 -2.595 2.733
H69 3.816 -0.585 1.498
C26 -6.163 0.903 -0.123
H70 -4.746 2.284 0.904
C27 -6.029 1.457 -2.606
C28 -1.816 -3.413 2.077
H71 5.429 5.401 0.187
C29 4.414 0.137 -0.299
H72 2.076 0.302 3.029
O13 -4.215 0.498 -1.431
H73 2.652 -1.753 0.497
H74 4.940 -0.816 -0.361
H75 0.142 2.227 4.108
H76 -4.611 0.556 1.361
H77 -1.852 -5.148 -0.049
N6 -1.328 0.746 2.783
H78 0.819 1.206 -5.366
C30 -5.290 1.351 1.052
H79 -7.652 2.534 -3.385
H80 0.842 1.029 -3.642
H81 -0.730 -3.328 2.049
H82 -2.482 -1.320 1.153
H83 3.202 4.635 0.340
Cs1 0.145 -0.298 -0.370
H84 -2.496 2.940 -0.526
H85 -3.586 1.155 -1.739
C31 2.311 -4.926 0.074
H86 -0.960 3.388 3.536
N7 -2.437 -1.856 0.298
C32 -6.579 -0.568 -0.088
N8 2.304 -2.573 0.021
C33 -1.531 -0.620 -5.579
H87 3.913 -2.857 2.150
H88 -2.774 -2.863 -6.121
C34 5.255 1.217 0.271
H89 -2.682 -4.567 -1.184
H90 -2.761 1.883 3.580
H91 -0.622 4.682 -1.578
H92 -6.775 0.495 -4.402
H93 1.643 -3.732 1.600
O14 1.514 3.996 1.623
H94 -1.261 -0.249 -6.568
C35 3.819 -3.840 1.687
H95 -6.866 -0.768 0.945
C36 3.006 -4.822 3.623
H96 -0.002 -4.061 -5.279
H97 3.516 -5.584 -2.980
H98 -7.388 -0.719 -0.803
H99 -2.566 2.398 -2.779
H100 4.722 1.807 4.456
O15 -0.283 3.916 -2.047
H101 3.694 5.489 -3.071
H102 1.031 -0.447 -4.547
H103 -1.247 1.467 2.080
H104 -2.502 4.614 6.542
H105 4.820 4.003 -3.342
N9 -5.355 1.246 -1.301
C37 -0.989 0.337 -4.529
H106 2.151 -0.371 6.277
H107 4.518 1.000 2.858
C38 1.173 -4.514 -3.513
C39 7.670 4.798 -0.646
C40 3.386 0.186 4.529
H108 -0.349 0.529 2.904
H109 3.108 3.873 -3.177
H110 -3.287 3.225 5.782
H111 -2.439 0.780 6.031
H112 2.345 -5.933 0.490
H113 -1.485 0.736 -2.630
H114 -4.451 -2.318 -5.636
O16 1.458 1.606 1.727
C41 -3.472 -2.032 -6.021

(3)
Formula: C41H23Cl5F5N2PdS3Te
Source: the OMol25 dataset
Level of theory: wB97M-V/def2-TZVPD

- HOMO-LUMO gap (eV) = 4.93
- max |F| (eV/A) = 2.556
- total charge = -1
- highest occupied orbital energy (hartree) = -0.1409
- E_tot (eV) = -165351.1948
- LUMO energy (eV) = 1.1

CARTESIAN COORDINATES (ANGSTROEM)
C1 -1.226 3.708 1.017
C2 -0.721 -0.305 4.650
C3 -3.076 -0.035 7.726
Cl1 -1.941 4.654 2.260
C4 3.563 0.081 1.990
C5 4.495 0.131 0.968
C6 -0.504 -3.972 0.243
F1 2.180 -4.634 -2.100
H1 -4.926 0.205 6.658
H2 5.525 0.361 1.196
C7 6.348 -0.080 -1.524
C8 3.902 0.315 3.358
Cl2 -2.423 1.599 2.178
C9 -5.138 0.926 -1.344
C10 1.042 -6.072 -0.632
C11 -0.121 2.177 -0.977
H3 -3.018 -1.348 1.156
C12 -7.068 0.327 -0.012
C13 -0.960 -0.664 3.311
H4 -3.359 0.004 8.760
H5 -7.076 1.773 -1.589
Cl3 0.495 1.193 -2.247
H6 6.959 0.000 -0.643
H7 -6.687 -1.075 1.554
C14 4.087 -0.104 -0.361
H8 3.230 0.449 5.363
C15 -0.465 4.324 0.029
H9 -9.023 1.114 -0.418
H10 -1.949 -0.998 3.024
C16 -4.548 1.768 -2.434
H11 -3.573 0.052 4.443
Te1 -2.469 -0.606 -1.510
H12 4.936 0.538 3.587
C17 -8.542 0.412 0.260
S1 -1.413 -0.257 7.326
C18 -6.256 -0.514 0.735
N1 1.812 -0.398 0.381
F2 -1.705 -5.438 1.658
H13 -4.433 1.177 -3.342
C19 0.609 -0.022 5.004
C20 4.974 -0.125 -1.486
C21 -1.777 -0.221 5.613
H14 6.026 -0.312 -4.845
C22 6.873 -0.164 -2.824
H15 -3.562 2.128 -2.137
S2 0.414 -2.251 -1.633
C23 0.035 -6.300 0.305
C24 -4.913 -0.688 0.432
Cl4 -0.174 6.017 0.081
C25 1.234 -0.301 2.689
N2 -0.050 -0.646 2.366
C26 -1.407 2.326 1.004
H16 -4.360 -1.556 2.310
H17 0.850 0.218 6.029
Cl5 0.875 4.311 -2.314
H18 2.388 -0.585 -1.568
Pd1 -0.468 -0.468 0.027
S3 4.330 -0.238 -3.108
H19 -4.200 -2.644 0.933
C27 0.411 -3.730 -0.795
H20 -8.726 0.740 1.283
C28 -6.478 1.075 -1.020
C29 -4.075 -1.611 1.260
F3 -0.194 -7.549 0.756
C30 -0.732 -5.231 0.755
F4 -1.205 -2.911 0.717
C31 -3.858 0.055 6.616
H21 7.927 -0.172 -3.041
C32 -3.127 -0.048 5.418
C33 0.052 3.555 -1.011
C34 -0.806 1.520 0.047
C35 -4.358 -0.001 -0.651
C36 2.967 0.263 4.331
C37 1.226 -4.813 -1.172
H22 -9.006 -0.567 0.137
C38 2.722 -0.359 -0.561
C39 1.599 -0.033 4.042
C40 5.912 -0.243 -3.782
C41 2.199 -0.207 1.677
F5 1.803 -7.105 -1.031
H23 -5.190 2.618 -2.650